Entry from OMol25: a structure of composition C21H28ClN3O2Sm in a non-equilibrium geometry (wB97M-V/def2-TZVPD).

XYZ file:
```
56
Properties=species:S:1:pos:R:3:mulliken_spin:R:1
Sm -0.27095 0.32650 0.57987 5.19
Cl -1.14806 1.42255 2.54798 0.02
N 0.37203 -1.23285 1.76753 -0.03
N -1.27508 1.68035 -0.60699 -0.02
C 1.45661 -1.87579 1.56282 0.00
C -0.82842 2.11123 -1.72351 0.00
C -0.40720 -1.98453 2.81992 0.01
C 0.23570 -3.36245 2.67108 0.00
C -1.89841 -2.02831 2.58422 -0.05
C -0.06501 -1.38572 4.17945 -0.01
H -2.12994 -2.39158 1.58910 0.00
H -2.32859 -1.03929 2.70074 0.09
H -2.35594 -2.68553 3.32383 -0.01
H 1.00662 -1.43494 4.36919 0.00
H -0.57678 -1.94462 4.96275 0.00
H -0.37701 -0.34935 4.22563 0.00
C -2.71417 2.12318 -0.49293 0.00
C -3.02003 2.36980 -1.96969 0.00
C -2.74638 3.43570 0.28097 0.00
C -3.64249 1.09161 0.10417 0.04
H -3.54809 0.13816 -0.40429 0.00
H -4.66972 1.44540 0.01614 0.01
H -3.42513 0.94735 1.15692 -0.10
H -2.13649 4.19326 -0.21002 0.00
H -2.37480 3.29139 1.28826 0.00
H -3.77133 3.80283 0.33224 0.00
O -1.72154 2.66639 -2.55886 0.00
H -3.67215 3.21944 -2.14232 0.00
H -3.40780 1.48104 -2.46656 0.00
O 1.56597 -3.07993 2.14684 0.00
H -0.27809 -3.98381 1.93812 0.00
H 0.34866 -3.89346 3.61030 0.00
C 2.61128 -1.38223 0.79763 -0.01
C 0.57985 2.11472 -2.14692 0.00
C 1.31612 0.81072 -1.99891 0.06
H 1.09020 2.86307 -1.53128 0.00
H 0.61753 2.47694 -3.16605 0.00
C 1.30953 0.09272 -0.79957 -0.16
C 2.29842 -0.87181 -0.58307 0.06
H 0.90093 1.29161 0.93927 -0.11
C 3.11665 -1.29478 -1.63968 0.00
C 2.97827 -0.67988 -2.87297 0.01
C 4.14602 -2.37685 -1.48307 0.00
C 2.12939 0.39741 -3.06410 0.00
H 3.58953 -1.01950 -3.69978 0.00
C 2.12548 1.08613 -4.39844 0.00
H 2.74505 0.54125 -5.10604 0.00
H 2.52095 2.10132 -4.34139 0.00
H 1.12550 1.15139 -4.82705 0.00
H 4.96366 -2.07847 -0.82516 0.00
H 4.58539 -2.62115 -2.44687 0.00
H 3.72294 -3.29577 -1.07789 0.00
H 3.35568 -2.16733 0.77124 0.00
H 3.04239 -0.55832 1.37523 0.00
N -3.06512 0.44908 2.70108 0.05
C -2.00162 -0.10426 1.24086 -0.05
```

Results
Maximum force in eV Å⁻¹: 7.64
Molar mass in g/mol: 540.29
Spin multiplicity: 6
E_tot in a.u.: -2249.2428
Total charge: -1
Orbital gap (spin up / spin down) in eV: 5.225 / 5.073

***

Entry from OMol25: a structure of composition C21H28CoNP in a non-equilibrium geometry (wB97M-V/def2-TZVPD).

XYZ file:
```
52
Properties=species:S:1:pos:R:3:mulliken_spin:R:1
C 3.61726 2.54682 -0.46565 -0.01
C 2.25185 2.80916 -0.55404 0.03
C 1.26372 1.81661 -0.33010 0.14
C 1.73618 0.54480 0.02957 0.18
C 3.10690 0.24980 0.00745 -0.21
C 4.05658 1.26311 -0.15718 0.01
C -0.17612 2.27515 -0.34945 0.01
C -1.25412 1.95325 -1.45140 0.01
N -1.02838 1.26951 -2.70451 0.00
Co 0.96677 -0.94129 1.27111 2.42
C 3.57630 -1.17061 0.19221 0.05
P 2.09962 -2.30159 0.11970 0.09
H 1.94451 3.82551 -0.81200 0.00
H 5.12412 1.04090 -0.06946 0.00
H 4.34436 3.34165 -0.63559 0.00
H 4.08238 -1.30219 1.15729 0.00
H 4.26712 -1.51265 -0.58860 0.00
H -0.62866 1.99125 0.61068 -0.01
H -0.12835 3.37580 -0.34262 0.00
H -2.05067 1.40802 -0.93560 0.00
C 2.69953 -3.97274 0.50312 0.02
C 1.82380 -2.19395 -1.68367 0.01
H -1.68663 2.93092 -1.72319 0.00
C 0.21619 1.47630 -3.41549 0.00
C -1.62833 -0.04922 -2.79788 0.00
H 0.70619 -1.97573 2.52696 0.04
H 0.01798 1.93586 -4.40017 0.00
H 0.91147 2.13335 -2.87856 0.00
H 0.70917 0.51236 -3.61795 0.00
H -2.68421 0.05207 -3.09364 0.00
H -1.08935 -0.65863 -3.53375 0.00
H -1.62671 -0.56331 -1.81683 0.00
H 2.44749 -2.94483 -2.18694 0.00
H 0.76151 -2.36164 -1.89453 0.00
H 2.10528 -1.18881 -2.02970 0.00
H 3.68937 -4.14323 0.04639 0.01
H 2.76265 -4.12387 1.59271 0.00
H 1.96853 -4.68594 0.08827 0.00
H 0.60197 -2.42720 1.87081 -0.01
C -0.69866 -0.48389 0.91719 -0.25
C -1.88764 -0.10541 1.12238 0.36
C -3.03958 0.03962 1.92049 0.03
C -2.87930 0.44647 3.26514 0.04
C -3.93478 0.33790 4.15936 -0.02
C -5.19773 -0.06075 3.70963 0.04
C -5.38388 -0.36796 2.35439 -0.02
C -4.33177 -0.26026 1.44565 0.04
H -1.88923 0.81374 3.55429 0.00
H -3.75423 0.58437 5.20544 0.00
H -6.03341 -0.09449 4.41682 0.00
H -6.37415 -0.67029 2.00423 0.00
H -4.47290 -0.41385 0.37725 0.00
```

Results
Maximum force in eV Å⁻¹: 6.67
Molar mass in g/mol: 384.37
Spin multiplicity: 4
E_tot in a.u.: -2595.5889
Orbital gap (spin up / spin down) in eV: 7.020 / 6.474

***

Entry from OMol25: a structure of composition C21H28F5FeO2 in a non-equilibrium geometry (wB97M-V/def2-TZVPD).

XYZ file:
```
57
Properties=species:S:1:pos:R:3:mulliken_spin:R:1
O 3.52112 -0.37513 -2.71725 0.01
C 4.84938 0.15050 -2.32891 0.02
C 5.57671 -0.68255 -3.35096 0.00
H 5.19650 -0.06972 -1.31462 0.00
H 4.86080 1.21741 -2.56332 0.01
C 4.20342 -1.06349 -3.89859 0.01
H 6.12156 -1.54136 -2.95947 0.00
H 6.19044 -0.05752 -3.99958 0.00
C 3.88681 -2.52741 -4.00912 0.00
H 4.07637 -3.07238 -3.07643 0.00
H 4.52836 -2.97761 -4.77895 0.00
H 2.84502 -2.67641 -4.32016 0.00
C 4.02156 -0.34470 -5.20528 0.00
H 4.36734 0.69600 -5.13784 0.00
H 2.99325 -0.38861 -5.57496 0.00
H 4.65415 -0.85332 -5.95153 0.00
Fe 1.87640 -0.05220 -1.96328 3.57
C -0.06761 1.89708 -1.70818 0.10
C 0.16217 2.09997 -0.33998 0.02
C 1.56060 2.14991 -0.10994 0.13
H -0.61127 2.33694 0.38482 0.01
C 2.22684 2.12941 -1.37475 -0.07
C 1.18747 1.97204 -2.40538 0.01
H 1.33921 2.06896 -3.48493 0.00
H -1.05842 1.82739 -2.16603 0.00
H 2.01909 2.31820 0.85599 0.01
H 3.23360 2.48630 -1.57243 0.00
C -0.61072 -1.30544 -1.52484 0.08
C -0.34815 -0.75824 -2.80996 0.09
C 0.83741 -1.38726 -3.32793 -0.02
H -1.00786 -0.07769 -3.35846 0.00
C 1.35846 -2.23667 -2.26031 -0.03
C 0.44363 -2.16405 -1.18096 0.09
H 0.46980 -2.80102 -0.31266 0.01
H -1.53286 -1.21253 -0.95529 0.01
H 1.18458 -1.34658 -4.35484 0.01
H 2.16736 -2.94717 -2.30749 0.01
O 6.31654 -2.97798 -0.11974 0.00
C 4.87879 -2.97251 -0.20715 0.00
C 4.29948 -1.71801 0.45553 -0.02
H 4.44340 -3.89262 0.21671 0.00
H 4.62506 -3.02050 -1.28122 0.00
C 5.47510 -0.99739 1.08416 0.00
H 3.51458 -1.95604 1.17032 0.01
H 3.86497 -1.15177 -0.37550 0.02
C 6.67066 -1.93122 0.79474 0.00
H 5.37064 -0.88122 2.16743 0.00
H 5.61504 -0.01071 0.63313 0.00
H 6.96482 -2.35854 1.77418 0.00
H 7.52810 -1.41373 0.34925 0.00
F 2.14680 -0.01932 1.85465 0.07
C 0.96688 -0.57346 1.42538 0.80
F 1.04764 -1.92758 1.56229 0.06
C -0.20310 -0.08467 2.26406 0.00
F -1.35381 -0.52838 1.68854 0.00
F -0.11830 -0.57113 3.52872 0.02
F -0.25243 1.26402 2.33395 0.00
```

Results
Maximum force in eV Å⁻¹: 4.46
Molar mass in g/mol: 463.29
Spin multiplicity: 6
Energy relative to the best compared isomer or geometry (same formula, charge and spin) in kJ/mol: 121.6
E_tot in a.u.: -2730.2745
Orbital gap (spin up / spin down) in eV: 7.320 / 6.301

***

Entry from OMol25: an isolated molecule of C21H28N2O (wB97M-V/def2-TZVPD).

XYZ file:
```
52
Properties=species:S:1:pos:R:3:mulliken_charge:R:1
C -5.54832 -0.54266 -0.48202 -1.48
C -4.23241 -0.70340 0.26946 -0.13
C -3.09130 -0.00290 -0.48620 -1.46
N -1.78679 0.05872 0.14653 1.26
C -1.52222 1.25767 0.91630 -1.23
C -2.27830 1.42095 2.24304 -0.17
C -1.75023 2.62037 3.01928 -1.51
C -1.29324 -1.15630 0.76369 -1.17
C -0.83923 -2.23815 -0.23786 -0.20
O -1.89538 -3.01526 -0.74677 -0.66
C 0.00152 -1.65343 -1.39729 -1.16
N 1.00834 -0.73073 -0.96253 0.42
C 0.99682 0.63036 -1.16162 0.31
C 0.13853 1.41635 -1.91845 -0.49
C 0.36498 2.77794 -1.95398 -0.83
C 1.42226 3.36076 -1.25843 -0.88
C 2.28927 2.58723 -0.51453 -0.31
C 2.08326 1.21444 -0.46654 0.58
C 2.77907 0.13792 0.17775 0.35
C 3.90905 0.07605 0.98271 -0.26
C 4.33424 -1.15752 1.43265 -0.75
C 3.65300 -2.32080 1.08032 -0.75
C 2.52532 -2.28445 0.28297 -0.72
C 2.08089 -1.04603 -0.16126 0.30
H -6.35123 -1.05479 0.04272 0.40
H -5.81377 0.50876 -0.57232 0.35
H -5.47336 -0.96224 -1.48354 0.34
H -4.33075 -0.27732 1.26857 0.23
H -4.01393 -1.76713 0.38009 0.31
H -3.39184 1.02785 -0.69082 0.59
H -2.97890 -0.49215 -1.46550 0.46
H -0.44776 1.27685 1.12312 0.27
H -1.73768 2.11570 0.27288 0.56
H -2.15760 0.51700 2.84388 0.32
H -3.34315 1.56123 2.04804 0.21
H -1.85914 3.53010 2.43278 0.33
H -0.69545 2.48932 3.25084 0.35
H -2.29523 2.74416 3.95237 0.43
H -0.41717 -0.88460 1.35642 0.74
H -2.01864 -1.62802 1.44421 0.43
H -0.23288 -2.95531 0.32583 0.48
H -2.49284 -2.44207 -1.24071 0.40
H -0.66570 -1.12710 -2.08175 0.24
H 0.46360 -2.48630 -1.94091 0.31
H -0.68986 0.99068 -2.46261 0.30
H -0.29232 3.40739 -2.53647 0.43
H 1.56372 4.43020 -1.31001 0.41
H 3.11467 3.03455 0.01894 0.46
H 4.44291 0.97710 1.24548 0.45
H 5.21014 -1.22834 2.06039 0.39
H 4.01652 -3.27325 1.43747 0.40
H 2.01822 -3.19688 0.00910 0.40
```

Results
Maximum force in eV Å⁻¹: 0.72
Molar mass in g/mol: 324.47
Spin multiplicity: 1
Energy relative to the best compared isomer or geometry (same formula, charge and spin) in kJ/mol: 66.1
E_tot in a.u.: -1001.7777
SMILES: CCCN(CCC)C[C@@H](O)Cn1c2ccccc2c2ccccc21
Orbital gap in eV: 8.482

***

> spin multiplicity of number 1 (C21H28ClN3O2Sm)?

6

***

> The highest E_tot belongs to which entry?

C21H28N2O

***

> Among the records above, which one has the lowest spin multiplicity?

C21H28N2O

***

> What is the spin multiplicity in the first record?

6